Entry 1:
{"formula": "C15H28InN6O20V", "method": "wB97M-V/def2-TZVPD", "e_tot_ha": -3554.92222, "gap_ev": 3.852, "homo_energy_ev": -2.6, "total_charge": -2, "species": ["O", "V", "O", "In", "N", "O", "O", "O", "N", "O", "O", "O", "O", "C", "C", "O", "H", "H", "H", "H", "C", "C", "O", "H", "H", "H", "H", "H", "C", "C", "O", "H", "H", "H", "H", "H", "C", "N", "O", "O", "H", "H", "H", "C", "N", "O", "O", "H", "H", "H", "C", "N", "O", "O", "H", "H", "H", "C", "C", "C", "C", "C", "C", "N", "O", "O", "H", "H", "H", "H", "H"], "xyz": [[1.3107, -8.1722, -24.0155], [1.7525, -9.6296, -23.5255], [0.9511, -10.7993, -24.2944], [4.7086, -10.6566, -20.7226], [3.9529, -6.8743, -20.3396], [3.6709, -7.3193, -21.4217], [4.4779, -7.7615, -19.6359], [3.7730, -5.7598, -19.9175], [5.5492, -13.9406, -19.2157], [6.0115, -13.6600, -20.2933], [5.6925, -15.0867, -18.7448], [5.0925, -12.9788, -18.6460], [5.3081, -12.5878, -23.1330], [4.7153, -12.2116, -24.3614], [4.4633, -10.7043, -24.7633], [3.9794, -9.9018, -23.7563], [3.7666, -12.7350, -24.4799], [5.1645, -12.6901, -25.2317], [3.8081, -10.6260, -25.6308], [5.4163, -10.3035, -25.1085], [-1.0087, -10.1914, -21.1070], [0.2558, -9.4666, -20.7110], [1.5203, -9.7593, -21.2155], [-1.9978, -9.7929, -20.8810], [-1.2472, -11.1873, -20.7336], [-1.0458, -10.2775, -22.1930], [0.1704, -9.4353, -19.6248], [0.0852, -8.4114, -20.9245], [8.6479, -9.6468, -19.3550], [8.8719, -10.5550, -20.5590], [7.7434, -11.2041, -21.1159], [9.5457, -9.1058, -19.0560], [8.3128, -10.2205, -18.4909], [7.9031, -8.8939, -19.6127], [9.5821, -11.2937, -20.1875], [9.4277, -10.0071, -21.3198], [6.5000, -7.0874, -24.1503], [7.2921, -7.6671, -23.0197], [6.6877, -8.4074, -22.1983], [8.5754, -7.6993, -23.0215], [7.2136, -6.7546, -24.9040], [5.9890, -6.1800, -23.8283], [5.6315, -7.6606, -24.4747], [2.0908, -9.3070, -16.3213], [2.3666, -10.5439, -17.1790], [2.1121, -11.6691, -16.8363], [2.8646, -10.3554, -18.2382], [2.6147, -9.4008, -15.3701], [1.0308, -9.3407, -16.0697], [2.3411, -8.4210, -16.9048], [6.8327, -7.8531, -16.6192], [5.8384, -8.9336, -16.8543], [5.0269, -9.1229, -15.9900], [5.9116, -9.7023, -17.8115], [7.3026, -7.8986, -17.6017], [7.4931, -8.2200, -15.8336], [6.2343, -6.9439, -16.5610], [-0.8837, -14.2233, -24.1243], [0.4733, -14.2336, -24.2333], [1.2609, -13.8687, -23.1332], [0.6943, -13.7250, -21.8648], [-0.6593, -13.7946, -21.7560], [-1.4581, -14.0318, -22.8727], [1.4643, -13.2882, -20.6397], [1.1605, -13.5303, -19.4290], [2.5892, -12.8409, -20.8032], [-1.4848, -14.4082, -25.0023], [1.0346, -14.3494, -25.1487], [2.3132, -13.6432, -23.2236], [-1.0417, -13.5147, -20.7855], [-2.5266, -13.9039, -22.7816]], "forces_ev_per_angstrom": [[0.06, -1.54, 0.07], [2.04, -0.25, 2.39], [0.61, 1.35, 0.50], [1.07, -0.68, -0.76], [0.87, -3.26, 0.32], [-1.67, 1.34, -3.88], [1.54, -0.86, 3.24], [-0.46, 2.24, 0.31], [2.11, -1.13, -0.90], [1.12, -0.65, -3.51], [-0.84, 0.17, 0.76], [-2.57, 2.09, 3.37], [-0.83, 1.75, -1.63], [-0.58, -1.42, 1.37], [0.55, 0.38, 0.73], [-2.92, 0.43, 0.64], [-1.06, 0.24, 0.60], [1.43, 0.31, -0.26], [-0.23, -0.78, -0.28], [0.54, 0.11, 0.14], [-0.91, -1.35, -1.66], [-0.37, 1.72, 0.82], [-0.40, -1.10, -2.87], [0.30, 1.38, 0.40], [1.14, -0.51, 0.21], [0.07, -0.21, -0.35], [1.01, -0.42, 0.66], [-0.37, 0.44, -0.33], [-0.68, 0.26, 0.13], [-0.60, -0.69, -0.78], [0.33, 1.15, 1.17], [0.36, -0.12, -0.23], [-0.20, -0.01, -0.11], [-0.21, -0.03, 0.06], [0.10, -0.75, 0.08], [-0.16, 0.43, -0.34], [0.16, 1.59, 0.19], [1.36, -4.69, 2.12], [0.92, 2.84, -2.11], [-3.36, 1.51, -0.76], [-0.13, -0.55, -0.08], [0.30, 0.13, 0.65], [0.66, -0.93, 0.21], [-0.62, -0.84, 0.17], [0.22, -0.20, 0.23], [-1.02, -0.31, 2.07], [1.01, 1.68, -2.09], [0.32, -0.03, -0.42], [-0.07, -0.01, -0.28], [0.17, -0.32, 0.11], [-0.37, -0.82, -2.37], [-0.24, -2.61, -0.96], [-1.10, 0.57, 1.55], [0.66, 1.60, 0.56], [0.68, 0.62, 0.28], [-0.31, 0.60, 0.14], [0.46, -0.01, 0.68], [-0.76, -0.68, 0.28], [1.94, 0.90, 0.78], [0.61, -0.03, 0.93], [0.19, 0.54, -0.32], [-1.01, 0.18, 0.48], [0.01, 0.57, 0.21], [2.83, -0.78, 3.15], [-1.85, 0.06, -3.36], [-0.85, 0.21, -1.77], [-0.21, 0.07, 0.00], [-0.37, -0.07, -0.29], [0.19, -0.26, -0.16], [-0.48, -0.29, 0.04], [-0.12, -0.25, 0.05]], "mulliken_charge": [-0.70, 1.53, -0.82, 1.90, 0.79, -0.54, -0.53, -0.73, 0.98, -0.56, -0.74, -0.55, -0.53, -0.14, -0.61, -0.36, -0.14, 0.37, 0.36, 0.24, -1.01, -0.49, 0.01, 0.45, 0.14, 0.18, 0.06, 0.42, -0.55, -0.58, -0.51, 0.38, 0.23, 0.01, 0.37, 0.27, -0.77, 0.66, -0.36, -0.54, 0.36, 0.28, 0.19, -0.93, 0.95, -0.60, -0.41, 0.31, 0.34, 0.26, -0.66, 0.83, -0.55, -0.40, 0.09, 0.29, 0.33, -0.17, -0.63, 0.12, -0.23, -0.27, -0.77, 0.89, -0.59, -0.52, 0.38, 0.36, 0.31, 0.52, 0.33]}

***

Entry 2:
{"formula": "C4H19NO6", "method": "wB97M-V/def2-TZVPD", "relative_energy_kcal_mol": 70.9, "e_tot_ha": -669.91575, "gap_ev": 9.530, "smiles": "C=N/C=C/C.O.O.O.O.O.O", "homo_energy_ev": -9.1, "total_charge": 0, "species": ["C", "N", "C", "C", "C", "H", "H", "H", "H", "H", "H", "H", "O", "H", "H", "O", "H", "H", "O", "H", "H", "O", "H", "H", "O", "H", "H", "O", "H", "H"], "xyz": [[-0.1849, 1.8880, -2.5305], [0.0243, 1.0294, -1.6370], [1.3157, 0.7971, -1.0850], [1.7413, 1.4929, -0.0210], [3.0451, 1.1907, 0.6503], [0.5552, 2.5427, -3.0011], [-1.1115, 2.0996, -3.0678], [1.7876, -0.0550, -1.5171], [1.1084, 2.3632, 0.1985], [3.1684, 0.1061, 0.8371], [3.0349, 1.5733, 1.6953], [3.7473, 1.7243, 0.0464], [-3.1514, 1.1006, 1.7018], [-3.6385, 0.4316, 1.1731], [-2.8339, 1.5742, 0.9198], [-0.8876, -1.6247, -1.1741], [-0.1099, -1.4528, -1.7538], [-0.5095, -0.9962, -0.5280], [1.7274, -1.1849, 1.8521], [1.2490, -1.5575, 1.1089], [2.6075, -1.5772, 1.8551], [-2.8884, 0.3794, -1.3572], [-2.6613, 1.0753, -1.9840], [-2.2244, -0.3506, -1.3786], [1.4043, -3.0676, -0.4259], [1.0227, -3.6130, 0.2675], [0.6587, -3.0695, -1.0481], [-1.1877, -0.6373, 3.0650], [-0.2455, -0.4708, 3.1491], [-1.5527, 0.2463, 2.9763]], "forces_ev_per_angstrom": [[0.64, 0.68, -0.86], [-0.29, 0.12, -0.69], [-0.79, 1.33, 0.88], [-0.59, -0.61, -1.27], [-1.12, 0.08, 1.59], [0.71, -0.11, 0.52], [-0.62, -0.68, 0.74], [0.56, -0.64, -0.02], [0.43, -0.34, 0.47], [0.33, 0.82, -0.98], [0.14, 0.17, -0.76], [1.25, -0.14, 0.05], [-0.51, -0.39, -1.28], [0.19, 0.05, 0.92], [0.38, 0.38, 0.30], [1.78, 0.64, -0.18], [-1.11, -0.49, -0.59], [-1.01, -0.18, 0.72], [-0.03, 0.17, 0.72], [0.20, -0.30, -0.29], [-0.28, -0.18, -0.13], [-0.30, -0.33, 0.32], [0.27, -0.53, 0.14], [-0.35, 0.92, -0.39], [-0.38, -0.17, -0.23], [0.22, -0.20, 0.36], [0.25, 0.12, 0.10], [0.28, -0.01, 0.08], [0.30, -0.27, -0.01], [-0.53, 0.11, -0.25]], "mulliken_charge": [-0.32, -0.15, -0.46, -0.16, -0.95, 0.27, 0.15, 0.51, 0.36, 0.10, 0.31, 0.35, -0.64, 0.31, 0.33, -0.77, 0.38, 0.37, -0.61, 0.35, 0.27, -0.63, 0.23, 0.41, -0.65, 0.33, 0.33, -0.63, 0.29, 0.32]}

***

Entry 3:
{"formula": "C26H48N5O16P2SSi2TeW", "method": "wB97M-V/def2-TZVPD", "relative_energy_kcal_mol": 82.0, "e_tot_ha": -4491.31988, "gap_ev": 5.766, "homo_energy_ev": -16.3, "total_charge": 3, "species": ["W", "C", "C", "O", "P", "O", "O", "O", "P", "O", "O", "O", "H", "H", "H", "H", "H", "H", "H", "O", "C", "O", "C", "C", "C", "C", "C", "C", "O", "N", "O", "O", "N", "O", "O", "H", "H", "C", "Si", "C", "C", "C", "Te", "C", "Si", "C", "C", "C", "H", "H", "H", "H", "H", "H", "H", "H", "H", "H", "H", "H", "H", "H", "H", "H", "H", "H", "H", "H", "H", "H", "C", "C", "S", "O", "C", "C", "H", "H", "H", "H", "H", "H", "H", "H", "H", "H", "C", "N", "C", "C", "C", "N", "C", "O", "N", "H", "H", "H", "H", "H", "H", "H"], "xyz": [[-0.2686, -0.9130, 0.4089], [-0.7190, -4.1545, -3.4370], [-0.6828, -3.7532, -1.9772], [-0.7260, -4.8618, -1.0968], [-2.1448, -2.7718, -1.3973], [-2.9838, -3.6431, -0.4089], [-3.0556, -2.3289, -2.5830], [-1.8327, -1.4670, -0.6969], [0.6352, -2.6003, -1.4204], [2.0666, -2.9901, -1.8255], [0.2070, -1.2334, -1.8739], [0.3808, -2.6439, 0.0905], [-1.5830, -4.7881, -3.6457], [0.1772, -4.7242, -3.6867], [-0.7473, -3.2787, -4.0826], [-0.0228, -5.4987, -1.3051], [-2.7176, -4.5634, -0.2767], [-3.4695, -2.9440, -3.1941], [2.6282, -2.2091, -2.1657], [0.7465, -2.8715, 2.7655], [1.2304, -1.9139, 2.2172], [0.5284, -0.8030, 2.0269], [2.6201, -1.8265, 1.6695], [3.7214, -2.4474, 2.2366], [4.9678, -2.2978, 1.6437], [5.1315, -1.6146, 0.4482], [4.0176, -1.0610, -0.1594], [2.7494, -1.1049, 0.4620], [1.6909, -0.4929, -0.0704], [4.1082, -0.4173, -1.4507], [3.2800, -0.7943, -2.2834], [4.9294, 0.4217, -1.6378], [6.1529, -2.9052, 2.2820], [5.9612, -3.4422, 3.3371], [7.1834, -2.7985, 1.6797], [3.6270, -3.0256, 3.1451], [6.1126, -1.5401, -0.0072], [-1.1622, -0.5773, -5.1257], [-0.8583, 1.1102, -4.2809], [-1.5612, 2.5950, -5.2442], [1.0254, 1.3257, -4.0226], [-1.9067, 1.0016, -2.6240], [-0.3808, 1.1447, -1.0778], [-1.0858, 3.1312, -0.5489], [0.5747, 4.0492, -0.3612], [0.4963, 5.2416, 1.1129], [1.0807, 4.8437, -2.0021], [2.8921, 2.6840, 0.0022], [-0.6585, -0.6368, -6.0834], [-2.2159, -0.7605, -5.3062], [-0.7745, -1.3721, -4.4943], [-1.0385, 2.7208, -6.1868], [-1.4684, 3.5281, -4.6953], [-2.6095, 2.4579, -5.4915], [1.5420, 1.5164, -4.9580], [1.4590, 0.4264, -3.5849], [1.2289, 2.1552, -3.3451], [-2.4697, 0.0748, -2.5556], [-2.5959, 1.8429, -2.5679], [-1.6598, 3.2086, 0.3678], [-1.6565, 3.5587, -1.3632], [-0.0712, 6.1211, 0.8304], [1.4822, 5.5920, 1.4029], [0.0165, 4.8246, 1.9943], [0.6294, 5.8268, -2.0858], [0.7572, 4.2630, -2.8617], [2.1534, 4.9965, -2.0819], [3.2681, 1.8559, 0.6024], [3.3004, 3.6147, 0.3897], [3.2122, 2.5621, -1.0327], [2.1529, 1.2600, 3.3721], [1.0542, 2.2900, 3.2600], [-0.4906, 1.6704, 2.4672], [1.4757, 2.6921, 0.0574], [-1.4678, 1.2686, 3.9746], [-1.0676, -0.0469, 4.6177], [3.0570, 1.7384, 3.7423], [2.3598, 0.8401, 2.3868], [1.8906, 0.4556, 4.0538], [1.3727, 3.1080, 2.6208], [0.7637, 2.6820, 4.2323], [-2.5075, 1.2647, 3.6467], [-1.3401, 2.0939, 4.6749], [-0.9647, -0.8417, 3.8737], [-1.8079, -0.3456, 5.3569], [-0.1169, 0.0507, 5.1353], [-3.3349, -2.9856, 3.4668], [-3.4856, -1.7189, 2.7751], [-4.5810, -0.9457, 2.9903], [-4.7539, 0.2174, 2.3164], [-3.7483, 0.6171, 1.3872], [-2.6177, -0.1287, 1.2532], [-2.5409, -1.3077, 1.8914], [-1.5372, -2.0323, 1.6105], [-3.8919, 1.6850, 0.6271], [-3.5838, -2.8535, 4.5193], [-2.3045, -3.3281, 3.3730], [-4.0124, -3.7286, 3.0425], [-5.2948, -1.3292, 3.7066], [-5.6324, 0.8236, 2.4623], [-4.7110, 2.2722, 0.7066], [-3.1785, 1.9380, -0.0524]], "forces_ev_per_angstrom": [[-1.57, 1.67, 0.86], [0.05, 0.28, -0.20], [0.37, -0.25, 0.66], [0.15, -0.41, 0.08], [-1.61, -0.38, -0.36], [0.05, 0.09, -0.29], [0.39, 0.36, 0.20], [-1.18, -0.68, -0.90], [1.29, -1.33, -3.62], [-0.69, -0.49, 0.01], [0.05, 0.35, -0.09], [0.42, -1.63, 0.87], [0.00, 0.04, 0.07], [0.03, 0.01, 0.07], [-0.02, -0.06, -0.09], [-0.18, 0.02, -0.03], [0.22, -0.26, 0.00], [-0.15, -0.36, -0.13], [0.02, 0.16, 0.36], [0.83, 0.96, -0.06], [2.13, -3.51, 2.53], [0.23, 0.59, 1.40], [-0.20, 0.41, -0.67], [0.24, -0.03, 0.09], [-0.71, 0.20, -0.24], [-0.03, 0.12, -0.16], [-0.57, -0.20, 1.13], [0.37, -0.21, 0.74], [-0.45, 0.03, 0.08], [0.05, -0.16, 0.18], [-0.01, 0.02, -0.78], [0.25, 0.28, -0.14], [-0.60, 0.24, -0.28], [0.07, -0.36, 0.63], [0.75, -0.02, -0.22], [0.01, -0.02, 0.06], [-0.02, -0.02, 0.02], [0.10, 0.81, 0.32], [-0.17, -0.09, -1.07], [0.23, -0.76, 0.38], [-0.89, -0.21, 0.38], [0.94, -0.28, -0.21], [-1.04, 4.29, -3.21], [0.61, 0.03, 0.53], [0.01, 0.79, 0.61], [0.04, -0.41, -0.78], [-0.14, -0.39, 0.75], [0.23, -0.02, -0.18], [0.17, 0.02, -0.20], [-0.26, 0.02, 0.01], [0.10, -0.02, 0.12], [0.20, -0.01, -0.15], [0.06, 0.14, 0.16], [-0.22, -0.07, 0.04], [-0.11, 0.08, -0.25], [0.05, 0.01, 0.04], [0.19, 0.09, -0.06], [0.13, -0.07, 0.03], [0.15, 0.07, 0.33], [0.07, -0.16, 0.20], [-0.23, -0.36, -0.45], [-0.13, 0.26, -0.10], [0.24, 0.05, 0.00], [-0.07, -0.23, 0.00], [-0.17, 0.21, 0.04], [-0.03, -0.12, -0.11], [0.19, -0.05, 0.04], [0.01, 0.03, 0.01], [0.16, 0.07, 0.09], [0.16, -0.02, -0.02], [0.10, -0.02, -0.11], [-0.14, -0.28, -0.45], [-0.41, 1.36, 0.39], [-0.15, 0.34, 0.16], [0.16, -0.38, -0.44], [-0.06, -0.11, -0.07], [0.10, 0.00, 0.05], [0.13, 0.01, 0.11], [0.03, -0.11, 0.05], [0.00, 0.09, 0.08], [-0.08, 0.09, -0.02], [0.02, 0.04, 0.09], [-0.04, 0.11, -0.19], [-0.03, 0.04, 0.25], [-0.06, -0.03, 0.12], [0.09, -0.06, 0.03], [0.08, -0.84, 0.41], [0.56, 0.11, -0.48], [-0.08, 0.59, -0.35], [0.10, -0.21, 0.06], [0.54, -0.50, -0.06], [-0.11, -0.26, 0.56], [-1.03, 0.73, 0.15], [-0.08, -0.23, 0.56], [0.12, 0.38, -0.27], [0.09, 0.03, -0.05], [-0.14, 0.05, 0.07], [0.08, 0.04, -0.03], [-0.01, 0.04, 0.01], [-0.10, 0.02, 0.04], [0.11, -0.08, -0.02], [-0.28, -0.10, 0.29]], "mulliken_charge": [-0.02, -1.54, 1.11, -0.66, 0.47, -0.53, -0.47, -0.63, 0.26, -0.64, 0.64, -0.53, 0.47, 0.43, 0.30, 0.41, 0.34, 0.40, 0.50, -0.56, -0.52, 2.03, 0.68, -0.55, -1.10, -0.16, -0.18, 0.07, 0.93, 1.02, -0.66, -0.48, 1.02, -0.58, -0.59, 0.74, 0.68, -0.59, 0.47, -1.24, -0.50, -0.74, -1.54, -1.27, 0.82, -1.30, -1.20, -1.05, 0.49, 0.37, -0.53, 0.40, 0.37, 0.37, 0.68, -0.13, -0.04, 0.35, 0.93, 0.62, 1.00, 0.46, 0.39, 0.35, 0.45, 0.19, 0.40, 0.12, 0.46, 0.28, -1.06, -0.60, 0.55, -0.15, -0.75, -0.81, 0.62, -0.07, 0.18, -0.12, 0.78, 0.21, 0.78, -0.09, 0.46, 0.30, -1.05, 0.49, -0.44, -1.38, 0.53, 1.09, 0.40, -1.05, -0.14, 0.45, 0.31, 0.36, 0.61, 0.61, 0.27, -0.28]}

***

Entry 4:
{"formula": "C2H7Cl3NSi", "method": "wB97M-V/def2-TZVPD", "relative_energy_kcal_mol": 19.0, "e_tot_ha": -1805.06527, "gap_ev": 10.832, "homo_energy_ev": -14.6, "total_charge": 1, "species": ["C", "C", "N", "Si", "Cl", "Cl", "Cl", "H", "H", "H", "H", "H", "H", "H"], "xyz": [[1.4933, -1.3387, 0.4670], [2.1833, -0.5945, -0.3791], [1.3377, 0.4903, -1.0924], [-2.7236, 0.5276, 0.8100], [-3.1096, -1.1955, -0.1274], [-4.4662, 1.5440, 0.6337], [-1.2295, 1.5872, 0.0625], [1.9783, -2.0252, 1.1540], [-2.3349, 0.3295, 2.1628], [0.4177, -0.9720, 0.6673], [3.2157, -0.8096, -0.7072], [1.8202, 1.2292, -1.6833], [0.4999, 0.1860, -1.7159], [0.9177, 1.0418, -0.2519]], "forces_ev_per_angstrom": [[-1.36, 1.96, 0.81], [-0.46, -0.62, -1.19], [-0.65, 1.42, 0.28], [-2.38, -0.39, 0.58], [0.47, -0.62, -0.38], [0.26, 0.27, 0.12], [1.11, 1.21, -0.93], [-0.24, -0.24, -0.42], [0.12, -0.24, 0.80], [1.67, -1.21, -0.14], [-0.76, 0.75, 0.01], [-0.07, -1.32, 0.93], [1.75, 0.06, 1.50], [0.53, -1.02, -1.97]], "mulliken_charge": [-0.46, 0.01, -0.42, 0.69, -0.17, -0.16, -0.25, 0.33, -0.10, 0.04, 0.32, 0.37, 0.43, 0.36]}

***

no.,E_LUMO (eV)
1,1.3
2,0.4
3,-10.5
4,-3.8